# 1
25
Properties=species:S:1:pos:R:3:nbo_charge:R:1 method="wB97M-V/def2-TZVPD" homo_ev=-12.72 total_energy_ev=-14098.988 total_charge=+1
C -1.1726 0.3897 -1.3936 -0.45
N -0.2231 1.1661 -0.6765 -0.38
C -0.5083 2.6195 -0.3149 -0.43
C 0.0461 0.3297 0.7747 0.46
C -1.0007 0.2390 1.8215 -0.67
O 1.0673 1.1253 1.3404 -0.72
C 0.5821 -0.9741 0.2462 0.15
C 0.1311 -2.2996 0.2381 -0.23
C 1.1264 -3.0617 -0.4566 -0.30
C 2.1509 -2.1801 -0.7722 0.15
O 1.7747 -0.9159 -0.4661 -0.44
H -2.1297 0.3539 -0.8855 0.23
H -1.5347 0.9511 -2.1711 0.23
H -0.9392 -0.5934 -1.6766 0.26
H 0.5828 0.9339 -1.2162 0.44
H -1.2038 2.7313 0.4793 0.23
H 0.3895 3.2484 -0.0220 0.26
H -1.0477 3.1517 -1.0110 0.23
H -1.2613 1.2548 2.0206 0.25
H -1.6842 -0.5513 1.5097 0.24
H -0.6454 -0.0604 2.7649 0.28
H 1.9556 1.0756 1.0308 0.50
H -0.8024 -2.5531 0.7365 0.25
H 1.2814 -4.0823 -0.7185 0.26
H 3.0653 -2.2981 -1.1819 0.21

=====

# 2
28
Properties=species:S:1:pos:R:3:nbo_charge:R:1 method="wB97M-V/def2-TZVPD" homo_ev=-13.99 total_energy_ev=-20237.221 total_charge=+1
C 1.3853 1.2096 -0.3655 0.54
C 0.6427 0.3111 2.0227 -0.11
C 1.4224 -0.6424 1.0478 -0.13
C 0.6348 -1.8453 0.4588 0.16
C -0.6087 -1.3331 -0.4352 -0.05
C -1.4314 -0.2958 0.1852 0.28
C 1.7773 2.1275 -1.4433 -0.67
C -2.1257 0.6624 -0.7020 -0.20
N 1.8328 0.0693 -0.1452 -0.48
O 0.3922 1.8479 0.3318 -0.21
O 1.3887 -2.7326 -0.2060 -0.69
O -1.5744 -2.2839 -0.6030 -0.66
O -3.2580 1.1817 -0.0381 -0.68
O -0.2878 0.9665 1.1946 -0.17
H 0.1195 -0.1483 2.7941 0.23
H 1.4498 0.8759 2.3979 0.23
H 2.3443 -1.0186 1.4318 0.24
H -0.0769 -2.4379 1.2663 0.15
H -0.3444 -0.9738 -1.3861 0.21
H -2.1169 -0.4740 1.0740 0.26
H 2.5916 1.7465 -1.9346 0.26
H 1.8101 3.2134 -1.1781 0.27
H 0.8155 2.1260 -2.0979 0.23
H -2.4012 0.0182 -1.5724 0.24
H -1.4276 1.4313 -1.0346 0.23
H 2.2613 -2.4169 -0.5163 0.51
H -1.6839 -3.0312 0.1035 0.52
H -3.5315 1.8465 -0.6501 0.49

=====

# 3
25
Properties=species:S:1:pos:R:3:nbo_charge:R:1 method="wB97M-V/def2-TZVPD" homo_ev=-15.53 total_energy_ev=-22523.490 total_charge=+2
P 1.5660 -2.3799 0.6970 0.54
C 1.7072 -0.5670 1.0395 -0.70
C 1.9850 0.1978 -0.2571 -0.42
C 1.3374 1.5915 -0.3393 -0.43
C -0.0789 1.6857 0.2091 -0.22
N -0.9968 0.6121 -0.2643 -0.37
C -2.1544 0.3423 0.4081 0.17
C -2.8464 -0.7246 -0.2924 -0.21
C -2.0716 -1.0598 -1.3544 -0.22
C -0.9223 -0.2013 -1.3256 0.25
H 1.5405 -2.4867 -0.6987 0.00
H 2.7829 -2.9572 1.0858 0.06
H 0.7662 -0.2826 1.5017 0.22
H 2.4912 -0.4493 1.7794 0.29
H 3.0557 0.3368 -0.3460 0.27
H 1.7000 -0.3767 -1.1376 0.20
H 1.9264 2.2946 0.2381 0.26
H 1.3517 1.9419 -1.3668 0.24
H -0.0778 1.6462 1.2898 0.23
H -0.5146 2.6348 -0.0825 0.25
H -2.4217 0.9107 1.3240 0.17
H -3.7955 -1.1520 -0.0207 0.27
H -2.2704 -1.8052 -2.1010 0.29
H -0.1169 -0.1531 -2.0331 0.27
Pt -3.9426 0.4010 2.0470 0.56